# 1
# C4H27O10

10 unconnected molecules or ions with the total composition C4H27O10 in a non-equilibrium geometry (ωB97M-V/def2-TZVPD, the Open Molecules 2025 dataset).

```
41
Properties=species:S:1:pos:R:3:forces:R:3
O -4.017 25.044 15.051 0.704 1.024 -0.039
H -4.085 24.258 14.398 -0.275 -1.364 -0.714
H -3.159 25.510 14.829 -0.478 -0.110 0.230
H -3.960 24.725 16.003 -0.133 -1.051 0.475
C -3.438 24.349 11.471 0.197 -0.293 0.583
C -3.476 23.013 12.232 0.463 -1.606 -1.071
C -2.067 22.357 12.316 -0.423 0.156 0.266
O -4.204 22.979 13.397 -0.107 1.759 0.714
H -2.722 24.323 10.647 -0.125 -0.185 -0.128
H -3.090 25.150 12.131 -0.368 0.179 0.014
H -4.444 24.500 11.078 0.068 0.572 0.051
H -3.971 22.318 11.527 -0.176 0.073 -0.194
H -2.151 21.353 12.736 -0.115 0.102 0.218
H -1.368 22.921 12.938 0.080 0.060 -0.080
H -1.685 22.212 11.301 0.197 0.280 0.018
C -3.907 22.985 18.420 -1.118 0.683 0.494
O -3.672 23.630 17.219 0.502 0.411 -0.018
H -3.232 23.219 19.258 0.484 0.040 -0.236
H -4.889 23.289 18.832 -0.152 -0.068 0.232
H -4.008 21.889 18.400 0.363 -0.121 -0.478
O -0.821 23.755 16.002 0.005 0.059 -0.251
H -1.565 23.145 15.886 0.011 0.032 0.173
H -1.195 24.486 16.511 0.038 -0.135 -0.012
O -6.688 21.654 14.568 -0.103 -0.120 -0.038
H -5.898 22.005 14.126 0.095 0.029 0.000
H -6.341 21.243 15.366 0.173 0.082 -0.076
O -6.634 24.746 13.144 0.074 -0.014 -0.288
H -6.351 25.504 12.625 0.041 -0.036 0.032
H -5.913 24.094 13.037 -0.014 -0.022 0.261
O -6.675 24.821 17.458 0.092 0.077 0.200
H -5.848 24.339 17.619 0.012 0.023 -0.315
H -6.867 25.256 18.294 0.018 -0.052 -0.011
O -1.919 26.571 14.530 0.266 0.329 -0.296
H -1.249 26.477 13.842 -0.043 -0.247 0.107
H -2.004 27.520 14.672 -0.093 -0.085 0.098
O -3.518 21.416 15.457 0.249 -0.193 0.589
H -3.531 22.044 16.211 -0.124 0.066 -0.459
H -3.724 21.965 14.670 -0.035 0.049 -0.070
O -1.975 26.103 17.713 -0.280 0.009 0.092
H -2.646 25.392 17.753 -0.020 -0.405 -0.077
H -2.477 26.904 17.886 0.050 0.010 0.005
```
Positions in Å, forces in eV/Å.

Properties
Largest force on an atom: 1.99 eV/Å
HOMO: -5.390 eV
Net charge: -1
Spin multiplicity: 1
Kohn-Sham gap: 7.58 eV

natural (NBO) atomic charge list, values in e, 4 entries: -0.86 0.55 0.53 0.56


# 2
# CHCsLiO2

A molecular structure, CHCsLiO2 in a non-equilibrium geometry (ωB97M-V/def2-TZVPD, the Open Molecules 2025 dataset).

```
6
Properties=species:S:1:pos:R:3:forces:R:3
O 2.379 1.128 -0.433 7.466 1.005 -2.279
C 1.335 0.822 -0.100 -9.069 -2.093 3.155
O 0.780 -0.199 0.448 2.135 0.189 -0.959
Li 2.608 -0.910 -0.182 -0.577 0.534 0.264
H -1.187 1.435 -0.528 -0.576 -0.181 -0.089
Cs -2.916 -0.768 0.112 0.621 0.546 -0.093
```
Positions in Å, forces in eV/Å.

Properties
<S²>: 0.76
Largest force on an atom: 9.83 eV/Å
HOMO (alpha / beta): -4.613 / -5.155 eV
Net charge: 0
Spin multiplicity: 2
Kohn-Sham gap (alpha / beta): 4.08 / 4.62 eV

Löwdin atomic charge list, values in e, 4 entries: -0.01 -0.68 -0.30 0.71


# 3
# C4H10O3

2 unconnected molecules or ions with the total composition C4H10O3 in a non-equilibrium geometry (ωB97M-V/def2-TZVPD, the Open Molecules 2025 dataset).

```
17
Properties=species:S:1:pos:R:3:forces:R:3
C -1.156 1.222 0.088 0.593 -0.672 0.146
C 0.111 0.303 0.147 -0.491 1.485 -0.668
O 0.694 0.398 1.436 0.077 -0.095 -0.048
C 1.124 0.794 -0.928 -0.867 0.025 -0.045
C 1.940 -0.398 -1.323 1.069 0.474 0.841
O 1.551 -1.239 -2.079 -0.390 -0.341 -0.590
H -1.041 1.970 0.871 -0.230 -0.079 0.137
H -1.245 1.768 -0.843 -0.042 -0.127 -0.249
H -2.055 0.620 0.224 -0.128 0.243 0.197
H -0.127 -0.739 -0.048 -0.222 -0.042 -0.185
H 0.005 0.105 2.048 0.256 -0.115 0.080
H 1.600 1.718 -0.597 0.632 -0.450 0.384
H 0.590 1.128 -1.819 -0.305 -0.413 -0.016
H 2.904 -0.546 -0.801 0.087 0.076 -0.014
O -1.507 -2.216 1.518 -0.116 0.813 0.475
H -1.244 -3.071 1.192 -0.075 -0.316 -0.407
H -2.143 -1.816 0.913 0.152 -0.466 -0.038
```
Positions in Å, forces in eV/Å.

Properties
SMILES: C[C@H](O)CC=O.O
Largest force on an atom: 1.70 eV/Å
HOMO: -9.741 eV
Net charge: 0
Spin multiplicity: 1
Kohn-Sham gap: 10.38 eV

natural (NBO) atomic charge list, values in e, 4 entries: -0.64 0.11 -0.72 -0.54


# 4
# C29H32AgN2O2P2S2

A molecular structure, C29H32AgN2O2P2S2 (ωB97M-V/def2-TZVPD, the Open Molecules 2025 dataset).

```
70
Properties=species:S:1:pos:R:3:forces:R:3
Ag 1.458 0.004 1.124 0.018 -0.191 0.055
O 2.837 2.617 0.910 0.083 0.042 0.016
C 1.737 2.080 0.749 -0.067 -0.048 -0.065
C 0.643 2.992 0.194 -0.002 0.002 0.013
C 0.981 4.306 -0.121 0.000 -0.011 0.016
C 0.055 5.183 -0.656 -0.007 0.004 -0.005
C -1.239 4.738 -0.890 0.006 0.009 -0.008
C -1.592 3.434 -0.580 0.010 -0.008 0.000
C -0.668 2.540 -0.031 -0.033 -0.008 0.002
P -1.144 0.791 0.379 -0.005 0.190 -0.039
C -1.527 0.985 2.168 0.008 -0.019 -0.010
C -1.375 -0.140 2.978 0.028 0.019 0.007
C -1.642 -0.070 4.338 0.010 0.001 -0.004
C -2.063 1.124 4.906 -0.008 0.005 0.003
C -2.206 2.252 4.109 0.001 -0.003 0.007
C -1.936 2.183 2.749 0.000 -0.007 -0.007
C -2.826 0.726 -0.360 0.004 0.009 0.007
C -4.013 0.819 0.358 0.009 0.010 -0.010
C -5.239 0.686 -0.281 -0.002 -0.005 -0.005
C -5.295 0.462 -1.649 -0.004 -0.001 -0.002
C -4.115 0.362 -2.375 -0.002 0.001 -0.001
C -2.894 0.483 -1.731 0.006 0.003 0.005
H 2.001 4.614 0.073 -0.004 0.007 -0.007
H 0.336 6.202 -0.892 -0.002 0.000 0.000
H -1.980 5.406 -1.313 0.003 0.003 0.002
H -2.607 3.110 -0.768 0.001 0.000 0.007
H -1.023 -1.060 2.530 0.006 0.043 0.009
H -1.501 -0.947 4.958 -0.003 -0.002 0.005
H -2.263 1.181 5.969 0.000 0.001 -0.001
H -2.521 3.191 4.548 0.000 -0.001 0.001
H -2.038 3.072 2.138 0.002 -0.003 -0.009
H -3.983 0.984 1.427 -0.005 -0.001 0.003
H -6.155 0.757 0.294 0.002 0.001 0.003
H -6.252 0.358 -2.146 0.000 0.001 0.000
H -4.147 0.176 -3.442 0.003 0.000 0.000
H -1.975 0.378 -2.297 -0.001 0.000 -0.002
C -4.303 -3.522 1.940 0.000 -0.005 -0.032
P -2.639 -3.329 1.250 0.072 -0.038 0.198
C -1.527 -3.728 2.611 -0.125 -0.079 -0.073
C -2.457 -4.684 0.081 0.029 -0.022 -0.077
O -2.431 -1.984 0.658 -0.043 -0.025 -0.056
H -4.448 -4.506 2.389 0.006 0.003 -0.003
H -5.034 -3.370 1.146 -0.012 0.001 0.002
H -4.450 -2.752 2.698 0.000 0.000 -0.001
H -1.639 -4.770 2.913 -0.016 -0.005 0.013
H -1.753 -3.080 3.459 0.021 -0.012 0.007
H -0.497 -3.540 2.296 -0.024 0.023 0.044
H -2.681 -5.647 0.544 -0.006 0.009 0.006
H -1.432 -4.687 -0.292 0.044 0.003 -0.019
H -3.132 -4.514 -0.759 0.000 -0.013 -0.012
S 1.682 -2.310 1.787 0.130 0.115 -0.009
C 1.444 -3.234 0.304 0.004 -0.094 -0.060
C 0.729 -2.756 -0.800 -0.016 0.033 0.081
C 0.595 -3.517 -1.950 -0.003 -0.049 -0.023
C 1.157 -4.785 -2.035 -0.044 0.016 0.011
C 1.846 -5.285 -0.938 -0.047 -0.008 0.041
C 1.981 -4.525 0.215 0.011 0.013 -0.005
H 0.261 -1.781 -0.742 -0.004 0.048 0.010
H 0.041 -3.113 -2.789 0.002 0.006 -0.005
H 1.059 -5.373 -2.939 0.005 0.003 0.000
H 2.291 -6.273 -0.979 0.002 0.008 0.000
H 2.535 -4.915 1.061 0.006 0.008 -0.011
N 5.120 1.683 -0.776 -0.018 -0.041 -0.037
C 5.211 0.404 -0.336 0.047 0.089 0.071
N 4.721 0.195 0.900 -0.031 -0.012 -0.062
S 5.942 -0.797 -1.249 0.031 -0.009 -0.013
H 4.430 2.288 -0.351 -0.038 0.023 0.051
H 5.347 1.822 -1.743 0.009 -0.016 0.011
H 4.121 0.906 1.307 -0.025 -0.019 -0.054
H 4.565 -0.763 1.168 -0.017 0.005 0.017
```
Positions in Å, forces in eV/Å.

Properties
Largest force on an atom: 0.21 eV/Å
HOMO: -4.257 eV
Net charge: -1
Spin multiplicity: 1
Kohn-Sham gap: 6.71 eV

natural (NBO) atomic charge list, values in e, 4 entries: 0.52 -0.70 0.15 -0.07


# 5
# C6H9N2O

A gas-phase ion, C6H9N2O (charge +1) in a non-equilibrium geometry (ωB97M-V/def2-TZVPD, the Open Molecules 2025 dataset).

```
18
Properties=species:S:1:pos:R:3:forces:R:3
C -1.797 0.458 0.925 0.678 2.125 0.527
N -1.232 0.836 -0.483 -3.623 2.613 0.059
C -0.037 0.185 -0.877 3.054 -0.503 -0.380
C 0.100 -1.263 -0.460 -1.023 2.892 -1.615
C 1.145 -1.673 0.141 3.323 -0.192 1.859
C 2.309 -0.778 0.288 -2.966 1.278 0.414
N 2.271 0.513 0.246 1.230 -0.075 -0.175
C 1.126 1.144 -0.137 -1.710 -2.574 -1.120
O 0.802 2.294 -0.050 0.176 0.504 0.385
H -1.793 -0.597 1.097 0.773 -0.609 -0.018
H -1.271 1.101 1.720 -0.396 -1.378 -1.288
H -2.848 0.706 1.045 -0.091 0.500 -0.713
H -0.777 1.898 -0.447 -1.323 -1.675 0.246
H -2.077 0.816 -1.194 2.369 -0.024 1.578
H 0.142 0.351 -1.980 -0.306 -0.368 0.999
H -0.488 -1.996 -0.843 -2.629 -1.709 -0.861
H 1.266 -2.676 0.500 0.089 -0.450 -0.278
H 3.160 -1.319 0.508 2.378 -0.356 0.382
```
Positions in Å, forces in eV/Å.

Properties
SMILES: C[NH2+][C@@H]1C=CC=NC1=O
Largest force on an atom: 4.47 eV/Å
HOMO: -14.109 eV
Net charge: +1
Spin multiplicity: 1
Kohn-Sham gap: 9.01 eV

natural (NBO) atomic charge list, values in e, 4 entries: -0.44 -0.57 -0.22 -0.14


# 6
# C3H8O3S2

2 unconnected molecules or ions with the total composition C3H8O3S2 in a non-equilibrium geometry (ωB97M-V/def2-TZVPD, the Open Molecules 2025 dataset).

```
16
Properties=species:S:1:pos:R:3:forces:R:3
O -2.483 -0.476 -1.568 0.248 -0.542 -0.167
C -1.281 -0.391 -1.531 -0.566 1.198 0.619
O -0.526 -0.268 -2.634 0.162 -0.371 -0.072
C -0.501 -0.102 -0.224 -0.456 -2.073 -2.501
C -0.859 -1.193 0.762 0.659 1.117 0.949
S -0.420 -0.743 2.507 0.400 -0.610 0.109
S -0.006 1.221 2.665 -0.327 1.189 0.022
H -1.122 -0.349 -3.395 -0.002 0.025 0.014
H 0.523 -0.270 -0.551 0.300 0.957 0.469
H -0.854 0.913 -0.071 0.605 0.131 0.855
H -0.258 -2.088 0.627 -0.075 -0.037 -0.417
H -1.899 -1.424 0.700 -0.713 -0.130 0.162
H 1.289 1.518 2.330 -0.298 -0.883 -0.086
O 2.579 1.568 0.185 0.420 -0.555 -0.046
H 2.288 0.650 0.124 -0.435 0.105 0.055
H 3.528 1.434 0.073 0.080 0.479 0.035
```
Positions in Å, forces in eV/Å.

Properties
SMILES: O=C(O)CCSS.O
Largest force on an atom: 3.28 eV/Å
HOMO: -9.069 eV
Net charge: 0
Spin multiplicity: 1
Kohn-Sham gap: 9.42 eV

natural (NBO) atomic charge list, values in e, 4 entries: -0.60 0.80 -0.68 -0.52


# 7
# C4H7Cl

A molecular structure, C4H7Cl in a non-equilibrium geometry (ωB97M-V/def2-TZVPD, the Open Molecules 2025 dataset).

```
12
Properties=species:S:1:pos:R:3:forces:R:3
C -0.222 -1.119 0.851 2.921 -5.901 1.671
C -0.397 0.003 -0.022 -0.633 2.838 6.213
C 0.555 1.151 -0.137 4.579 -5.618 -2.153
C -0.089 0.194 -1.330 4.695 1.448 -2.217
H -0.691 -1.133 1.880 0.921 0.819 -1.288
H 1.102 -1.402 1.124 -4.171 0.390 -1.402
H -0.889 -1.940 0.344 1.937 0.520 0.840
H 0.307 2.069 0.083 -2.264 4.491 0.573
H 1.709 1.093 0.039 -2.222 -0.760 -0.443
H 0.824 -0.418 -1.542 -1.212 0.215 -0.588
H -0.480 0.765 -2.119 -1.256 0.050 -0.736
Cl -1.731 0.737 0.829 -3.296 1.507 -0.469
```
Positions in Å, forces in eV/Å.

Properties
Largest force on an atom: 7.56 eV/Å
HOMO: -9.303 eV
Net charge: 0
Spin multiplicity: 1
Kohn-Sham gap: 10.25 eV

natural (NBO) atomic charge list, values in e, 4 entries: -0.59 -0.13 -0.40 -0.42


# 8
# C5H12O

A single C5H12O molecule (ωB97M-V/def2-TZVPD, the Open Molecules 2025 dataset).

```
18
Properties=species:S:1:pos:R:3:forces:R:3
C -1.131 -1.962 0.432 0.006 -0.056 0.004
C -1.341 -0.474 0.173 -0.042 0.067 -0.021
C -0.083 0.229 -0.325 -0.190 0.044 -0.165
C -0.331 1.700 -0.657 0.016 0.023 0.012
O 0.887 0.073 0.698 -0.048 -0.034 0.089
C 2.209 0.397 0.346 0.289 0.058 -0.112
H -0.874 -2.493 -0.492 -0.022 0.081 0.118
H -0.317 -2.112 1.147 -0.124 0.001 -0.097
H -2.037 -2.422 0.841 0.127 0.059 -0.063
H -1.658 0.023 1.099 0.030 -0.030 -0.123
H -2.140 -0.324 -0.564 0.118 -0.005 0.101
H 0.273 -0.284 -1.237 -0.005 0.039 0.135
H -1.078 1.797 -1.454 0.111 -0.052 0.132
H 0.585 2.193 -1.001 -0.129 -0.087 0.070
H -0.696 2.233 0.228 0.049 -0.090 -0.099
H 2.871 -0.401 0.700 -0.081 0.122 -0.029
H 2.333 0.487 -0.743 -0.015 -0.034 0.150
H 2.527 1.341 0.809 -0.089 -0.107 -0.102
```
Positions in Å, forces in eV/Å.

Properties
SMILES: CC[C@@H](C)OC
Largest force on an atom: 0.32 eV/Å
HOMO: -9.654 eV
Net charge: 0
Spin multiplicity: 1
Kohn-Sham gap: 10.82 eV

natural (NBO) atomic charge list, values in e, 4 entries: -0.61 -0.41 0.11 -0.64


Number 1: total energy -921.01484 a.u.. Number 2: total energy -216.72157 a.u.. Number 3: total energy -384.09635 a.u.. Number 4: total energy -3010.49170 a.u.. Number 5: total energy -418.44539 a.u.. Number 6: total energy -1141.19984 a.u.. Number 7: total energy -616.64192 a.u.. Number 8: total energy -272.92743 a.u..